#1
# C2H8N3

A 2-piece molecular cluster, C2H8N3 overall (ωB97M-V/def2-TZVPD, the OMol25 dataset).

XYZ file:
```
13
Properties=species:S:1:pos:R:3:lowdin_charge:R:1
C 0.121 1.199 0.027 -0.134
C -0.409 -0.114 0.369 -0.279
N 0.430 0.109 -0.750 0.098
N 2.409 -0.532 0.201 0.161
N -1.840 -0.508 -0.089 0.252
H -0.557 1.913 -0.389 0.126
H 1.023 1.394 0.629 0.129
H -0.387 -0.813 1.124 0.127
H 2.946 0.313 0.082 0.012
H 2.615 -1.190 -0.548 0.022
H -2.451 -0.266 0.651 0.153
H -1.834 -1.504 -0.409 0.200
H -2.064 -0.001 -0.899 0.135
```

Computed properties:
Net charge: +1
LUMO level (spin up / spin down) (eV): -5.46 / -4.38

#2
# C2H8N3

An isolated ion of composition C2H8N3 and charge +1 (ωB97M-V/def2-TZVPD, the OMol25 dataset).

XYZ file:
```
13
Properties=species:S:1:pos:R:3:lowdin_charge:R:1
C 0.870 -0.412 -0.127 -0.397
C -0.540 2.024 1.050 0.195
N 2.054 -0.542 0.175 0.186
N -0.043 0.572 0.098 0.056
N 0.081 -1.719 -0.940 0.203
H 0.144 1.929 1.792 0.042
H -1.500 1.689 1.269 0.067
H -0.388 2.887 0.545 0.049
H 2.674 -1.321 0.086 0.080
H -0.919 0.691 -0.308 0.050
H -0.074 -2.268 -0.137 0.101
H -0.852 -1.377 -1.411 0.194
H 0.822 -2.226 -1.516 0.174
```

Computed properties:
Net charge: +1
Structure (SMILES): [H]/N=C(\[NH3+])NC
LUMO level (eV): -3.82

#3
# C2H8N3

C2H8N3 as an isolated structure (ωB97M-V/def2-TZVPD, the OMol25 dataset).

XYZ file:
```
13
Properties=species:S:1:pos:R:3:lowdin_charge:R:1
C 1.309 0.467 -1.570 0.017
C 0.041 -0.476 0.281 -0.035
N 0.129 0.717 2.303 0.198
N -0.028 0.278 1.209 -0.088
N 0.104 -0.290 -1.132 0.024
H 1.302 1.467 -1.134 0.115
H 2.203 -0.053 -1.236 0.115
H 1.322 0.542 -2.657 0.113
H -2.798 -1.392 2.307 0.046
H -2.304 -1.146 1.755 -0.007
H -0.653 0.917 2.912 0.112
H 0.118 -1.224 -1.567 0.190
H -0.744 0.194 -1.470 0.200
```

Computed properties:
Net charge: +1
LUMO level (eV): -4.60

#4
# C2H8N3

A 2-piece molecular cluster, C2H8N3 overall (ωB97M-V/def2-TZVPD, the OMol25 dataset).

XYZ file:
```
13
Properties=species:S:1:pos:R:3:lowdin_charge:R:1
C -0.655 0.528 -0.307 -0.323
C 0.857 -0.787 1.092 -0.051
N -0.618 -0.868 -0.895 0.148
N -0.690 1.580 -1.194 0.131
N 0.510 -0.281 -0.229 -0.140
H -1.193 0.498 1.545 0.274
H 1.583 -1.577 1.021 0.098
H 1.360 -0.094 1.785 0.117
H -0.046 -1.182 1.603 0.087
H -1.108 -1.684 -0.469 0.154
H 0.076 2.280 -1.233 0.140
H -1.441 1.643 -1.850 0.112
H 1.363 -0.058 -0.869 0.253
```

Computed properties:
Net charge: +1
LUMO level (eV): -4.94

Energetically preferred structure: #2 | next structure: +1.867 eV

#1
# C5H8OS2

A 2-piece molecular cluster, C5H8OS2 overall (ωB97M-V/def2-TZVPD, the OMol25 dataset).

XYZ file:
```
16
Properties=species:S:1:pos:R:3:lowdin_charge:R:1
C 2.123 1.447 -0.401 -0.108
C 1.372 0.023 -0.122 -0.808
C 0.153 -0.033 0.876 -0.223
C -1.109 0.038 0.111 -0.801
C -1.781 -1.185 0.005 -0.476
H 2.915 1.206 -1.070 0.026
H 1.353 2.172 -0.456 0.034
H 2.652 1.696 0.592 0.101
H 0.341 -0.995 1.299 0.086
H 0.314 0.766 1.648 0.143
H -1.935 -1.591 0.941 0.120
H -0.919 -1.920 -0.380 0.182
H -2.924 -0.381 -1.383 0.207
O -2.992 -1.409 -0.569 -0.130
S 2.223 -1.184 -0.587 0.804
S -1.787 1.351 -0.506 0.843
```

Computed properties:
Net charge: 0
LUMO level (eV): -0.69

#2
# C5H8OS2

The molecule C5H8OS2 (ωB97M-V/def2-TZVPD, the OMol25 dataset).

XYZ file:
```
16
Properties=species:S:1:pos:R:3:lowdin_charge:R:1
C -2.165 -0.292 1.141 -0.184
C -1.554 -0.059 -0.197 -0.974
C 0.977 1.368 0.139 -0.376
C 1.758 0.057 0.203 -0.518
C 0.998 -1.216 0.460 -0.360
H -2.731 -1.221 1.007 0.079
H -1.412 -0.461 1.917 0.065
H -2.791 0.521 1.556 0.088
H -2.274 -0.048 -0.890 0.006
H 1.496 2.019 -0.540 0.070
H 1.154 1.684 1.185 0.102
H 1.661 -2.053 0.277 0.085
H 0.538 -1.185 1.445 0.075
O 2.954 -0.003 0.148 0.097
S -0.780 1.515 -0.388 0.874
S -0.430 -1.414 -0.713 0.870
```

Computed properties:
Net charge: 0
Structure (SMILES): CC1SCC(=O)CS1
LUMO level (eV): 0.62

Energetically preferred structure: #2 | next structure: +3.274 eV

#1
# C2H2OS2

The molecule C2H2OS2 (ωB97M-V/def2-TZVPD, the OMol25 dataset).

XYZ file:
```
7
Properties=species:S:1:pos:R:3:lowdin_charge:R:1
C -0.241 0.026 0.008 -1.131
C 0.463 1.325 0.168 -0.297
H 1.913 -0.476 -0.164 -0.070
H 0.051 2.322 0.731 0.175
O 1.715 1.376 -0.184 -0.094
S 0.861 -1.393 0.046 0.764
S -1.925 0.082 -0.055 0.653
```

Computed properties:
Net charge: 0
Structure (SMILES): O=CC(=S)S
LUMO level (eV): -1.90

#2
# C2H2OS2

The molecule C2H2OS2 (ωB97M-V/def2-TZVPD, the OMol25 dataset).

XYZ file:
```
7
Properties=species:S:1:pos:R:3:lowdin_charge:R:1
C 0.703 0.332 0.014 -0.878
C -0.789 0.538 -0.082 -0.669
H 0.246 -1.955 0.205 -0.158
H -1.004 1.559 -0.160 0.047
O 1.284 1.385 0.041 0.022
S 1.407 -1.277 -0.031 0.823
S -1.846 -0.583 0.013 0.814
```

Computed properties:
Net charge: 0
Structure (SMILES): O=C(S)C=S
LUMO level (eV): -1.35

#3
# C2H2OS2

The molecule C2H2OS2 (ωB97M-V/def2-TZVPD, the OMol25 dataset).

XYZ file:
```
7
Properties=species:S:1:pos:R:3:lowdin_charge:R:1
C -0.305 -0.087 0.005 -1.037
C 0.312 1.147 -0.163 -0.449
H -0.072 -2.259 0.503 -0.073
H -0.389 1.801 -0.203 0.046
O 1.456 1.134 0.038 0.077
S 0.961 -1.461 -0.119 0.732
S -1.963 -0.275 -0.062 0.704
```

Computed properties:
Net charge: 0
Structure (SMILES): O=CC(=S)S
LUMO level (eV): -1.86

Energetically preferred structure: #2 | next structure: +0.725 eV

#1
# C3H9O2

C3H9O2 as an isolated structure (ωB97M-V/def2-TZVPD, the OMol25 dataset).

XYZ file:
```
14
Properties=species:S:1:pos:R:3:lowdin_charge:R:1
C 2.043 -1.758 -0.820 -0.312
O 1.987 -1.283 0.518 -0.323
H 3.028 -1.673 -1.388 0.055
H 1.364 -1.150 -1.468 0.043
H 1.515 -2.746 -0.945 0.052
C -1.374 0.391 0.336 -0.404
O -0.172 -0.151 0.799 -0.287
C -1.429 1.986 0.458 -0.111
H -2.235 -0.012 1.019 0.098
H -1.505 0.065 -0.700 0.071
H 0.900 -0.706 0.556 0.017
H -0.468 2.477 0.318 0.054
H -1.501 2.187 1.494 0.031
H -2.154 2.373 -0.178 0.017
```

Computed properties:
Net charge: -1
LUMO level (eV): 4.38

#2
# C3H9O2

A 2-piece molecular cluster, C3H9O2 overall (ωB97M-V/def2-TZVPD, the OMol25 dataset).

XYZ file:
```
14
Properties=species:S:1:pos:R:3:lowdin_charge:R:1
C 1.037 -2.864 0.578 -0.612
O -0.188 -2.650 0.927 -0.406
H 1.620 -1.900 0.720 0.009
H 1.065 -3.400 -0.432 0.020
H 1.899 -3.592 1.191 0.027
C -0.310 2.017 -0.554 -0.379
O -1.227 2.931 -1.122 -0.139
C -0.587 0.798 0.346 -0.068
H 0.387 2.772 -0.057 0.115
H 0.270 1.674 -1.460 0.106
H -1.891 2.371 -1.650 0.114
H -0.037 0.965 1.305 0.089
H -0.349 -0.099 -0.166 0.043
H -1.687 0.977 0.375 0.081
```

Computed properties:
Net charge: -1
LUMO level (eV): 3.35

#3
# C3H9O2

A 2-piece molecular cluster, C3H9O2 overall (ωB97M-V/def2-TZVPD, the OMol25 dataset).

XYZ file:
```
14
Properties=species:S:1:pos:R:3:lowdin_charge:R:1
C 0.019 -2.079 2.471 -0.508
O -1.149 -1.373 2.266 -0.496
H 0.830 -1.838 1.737 0.009
H -0.150 -3.155 2.286 0.015
H 0.464 -1.902 3.467 0.017
C 0.579 1.405 -1.731 -0.294
O -0.370 2.098 -2.618 -0.144
C -0.142 0.658 -0.663 -0.101
H 1.208 2.219 -1.371 0.099
H 1.173 0.826 -2.444 0.098
H -1.245 1.677 -2.495 0.069
H 0.285 0.732 0.342 0.077
H -0.393 -0.388 -0.824 0.078
H -1.111 1.120 -0.426 0.080
```

Computed properties:
Net charge: -1
LUMO level (eV): 3.58

Energetically preferred structure: #1 | next structure: +0.286 eV

#1
# C3H9O2

A 2-piece molecular cluster, C3H9O2 overall (ωB97M-V/def2-TZVPD, the OMol25 dataset).

XYZ file:
```
14
Properties=species:S:1:pos:R:3:lowdin_charge:R:1
C 2.352 0.005 -0.969 -0.449
O 1.130 0.566 -1.112 -0.418
H 2.325 -0.851 -0.247 0.037
H 3.124 0.685 -0.429 0.037
H 2.922 -0.211 -1.879 0.020
C -1.505 -0.473 -0.020 -0.302
O -2.898 -0.628 0.482 -0.160
C -0.704 0.430 0.846 -0.173
H -1.642 -0.194 -1.059 0.095
H -1.058 -1.471 0.050 0.099
H -2.902 -0.052 1.260 0.040
H -1.023 1.470 1.046 0.057
H 0.305 0.733 0.225 0.070
H -0.427 -0.008 1.804 0.047
```

Computed properties:
Net charge: -1
LUMO level (eV): 4.11

#2
# C3H9O2

A 2-piece molecular cluster, C3H9O2 overall (ωB97M-V/def2-TZVPD, the OMol25 dataset).

XYZ file:
```
14
Properties=species:S:1:pos:R:3:lowdin_charge:R:1
C 0.236 -0.149 0.045 -0.500
O -0.668 0.937 0.287 -0.397
C 0.807 -0.635 1.321 -0.303
C 1.022 -2.102 0.966 -0.183
H 0.990 -0.076 -0.697 0.080
H -0.453 -0.932 -0.358 0.087
H 0.133 -0.573 2.279 0.131
H 1.833 -0.163 1.468 0.110
H 1.373 -2.676 1.832 0.052
H 1.711 -2.033 0.114 0.065
H 0.043 -2.451 0.573 0.063
H -0.856 1.387 -1.375 0.049
H -2.064 2.104 -1.906 -0.041
O -1.220 1.904 -2.277 -0.214
```

Computed properties:
Net charge: -1
LUMO level (eV): 4.24

#3
# C3H9O2

A 2-piece molecular cluster, C3H9O2 overall (ωB97M-V/def2-TZVPD, the OMol25 dataset).

XYZ file:
```
14
Properties=species:S:1:pos:R:3:lowdin_charge:R:1
C -0.873 -0.471 0.604 -0.615
O -1.125 -1.745 0.826 -0.337
C 0.593 -0.123 0.237 -0.303
C 1.626 -0.428 1.345 -0.147
H -1.047 0.225 1.502 0.075
H -1.537 0.004 -0.209 0.062
H 0.595 0.961 0.019 0.076
H 0.941 -0.664 -0.650 0.082
H 2.595 -0.386 0.854 0.042
H 1.412 -1.408 1.766 0.056
H 1.598 0.307 2.152 0.049
H -2.068 1.320 -2.208 0.010
H -0.875 1.206 -3.110 0.024
O -1.835 1.201 -3.129 -0.074
```

Computed properties:
Net charge: -1
LUMO level (eV): 4.04

Energetically preferred structure: #3 | next structure: +0.440 eV